C37H33BrF4MnN6OP | the ωB97M-V functional and the def2-TZVPD basis

Values from the calculation:
Kohn-Sham gap (spin up / spin down) = 0.2401 / 0.2604 hartree
2S+1 = 5
⟨S²⟩ = 6.0927
charge = +2

```
84
C37H33BrF4MnN6OP | OMol25 | the ωB97M-V functional and the def2-TZVPD basis
Mn -0.061 -0.366 -0.328
O 3.541 0.562 -0.551
C 2.358 0.424 -0.340
N 1.644 -0.281 0.534
C 1.981 -0.844 1.806
C 0.679 -1.181 2.507
C 0.691 -1.780 3.759
C -0.505 -2.023 4.407
C -1.691 -1.648 3.786
C -1.619 -1.072 2.539
N -0.463 -0.849 1.892
C 1.400 1.337 -1.157
C 1.798 1.754 -2.551
C 0.247 3.723 -2.574
C -0.441 3.948 -1.294
C -0.420 2.920 -0.429
N 0.397 1.758 -0.435
H 2.519 -0.107 2.408
H 2.625 -1.725 1.746
H 1.636 -2.038 4.219
H -0.517 -2.483 5.386
H -2.649 -1.793 4.266
H -2.525 -0.758 2.031
H 2.828 1.435 -2.716
H -0.359 3.072 -3.193
H -1.021 4.831 -1.050
H -1.000 2.967 0.483
F -5.913 0.418 -4.593
C -4.654 0.297 -4.240
C -3.681 0.006 -5.176
F -4.002 -0.158 -6.442
C -2.360 -0.120 -4.773
F -1.485 -0.426 -5.729
C -1.949 0.040 -3.453
P -0.201 -0.265 -2.951
C 0.205 -1.783 -3.849
C 1.455 -1.945 -4.438
C 1.745 -3.112 -5.132
C 0.786 -4.108 -5.257
C -0.460 -3.950 -4.660
C -0.746 -2.799 -3.943
C 0.864 1.093 -3.559
C 0.702 1.552 -4.813
C 1.164 2.791 -5.439
C 1.377 3.986 -4.873
C 1.347 4.325 -3.432
C 1.648 3.250 -2.432
C -2.966 0.323 -2.533
Br -2.682 0.584 -0.662
C -4.286 0.453 -2.914
F -5.229 0.722 -2.020
H 2.195 -1.156 -4.382
H 2.716 -3.232 -5.595
H 1.005 -5.003 -5.823
H -1.213 -4.722 -4.761
H -1.721 -2.685 -3.479
H 0.102 0.949 -5.483
H 1.203 2.748 -6.521
H 1.608 4.808 -5.539
H 1.747 5.298 -3.177
H 2.156 3.643 -1.556
C -2.971 -5.102 -0.418
C -3.213 -3.725 0.159
N -2.098 -2.856 -0.214
C -0.822 -3.259 -0.407
N 0.112 -2.326 -0.603
C 1.495 -2.760 -0.888
C 1.555 -4.130 -1.523
C 0.781 -5.094 -0.658
N -0.569 -4.575 -0.434
C -1.582 -5.554 -0.018
H -3.053 -5.075 -1.506
H -3.714 -5.803 -0.042
H -3.310 -3.777 1.247
H -4.127 -3.287 -0.239
H -2.242 -1.869 -0.097
H 2.078 -2.768 0.033
H 1.957 -2.030 -1.552
H 2.595 -4.446 -1.600
H 1.133 -4.107 -2.527
H 1.281 -5.264 0.300
H 0.681 -6.059 -1.153
H -1.522 -5.707 1.064
H -1.335 -6.499 -0.497
```

Atomic partial charges in e from the Mulliken method, atoms 1 to 5:
1 Mn -0.388
2 O -0.641
3 C 0.203
4 N 0.557
5 C -1.515

C5H12N2 | the ωB97M-V functional and the def2-TZVPD basis

Values from the calculation:
Kohn-Sham gap = 0.3560 hartree
2S+1 = 1
charge = 0

```
19
C5H12N2 | OMol25 | the ωB97M-V functional and the def2-TZVPD basis
C -2.567 0.333 0.154
N -1.217 0.483 -0.371
C -0.257 -0.329 -0.021
C -0.454 -1.808 0.151
C 1.029 0.332 -0.460
C 1.389 1.598 0.321
N 2.155 -0.594 -0.510
H -3.276 0.797 -0.536
H -2.860 -0.709 0.304
H -2.672 0.829 1.125
H -1.363 -2.183 -0.325
H 0.358 -2.371 -0.310
H -0.512 -2.027 1.222
H 0.293 0.762 -1.412
H 2.102 1.394 1.132
H 1.863 2.327 -0.344
H 0.510 2.086 0.749
H 2.670 -0.597 0.367
H 2.811 -0.323 -1.237
```

Atomic partial charges in e from the Mulliken method, atoms 1 to 5:
1 C -0.829
2 N -0.455
3 C 0.480
4 C -1.381
5 C 0.427

C6H8O2 | the ωB97M-V functional and the def2-TZVPD basis

Values from the calculation:
Kohn-Sham gap = 0.3363 hartree
2S+1 = 1
charge = 0

```
16
C6H8O2 | OMol25 | the ωB97M-V functional and the def2-TZVPD basis
C 0.740 1.078 -1.137
C 0.332 -0.508 -1.498
C 0.311 -1.235 0.028
C -0.465 0.572 0.411
C -1.149 -0.180 1.510
C -0.986 -1.400 0.737
H 0.425 1.614 -1.996
H 1.920 1.030 -1.402
H -0.620 -0.594 -2.123
H 1.383 -0.852 -1.942
H 1.191 -1.941 0.169
H -1.111 0.524 -0.403
H -1.840 -0.165 2.424
H -1.481 -2.336 1.259
O 0.833 -0.124 0.687
O 0.097 1.720 -0.224
```

Atomic partial charges in e from the Mulliken method, atoms 1 to 5:
1 C -0.500
2 C -0.607
3 C 0.180
4 C 0.301
5 C -0.662

C3H6FOP | the ωB97M-V functional and the def2-TZVPD basis

Values from the calculation:
Kohn-Sham gap = 0.3252 hartree
2S+1 = 1
charge = 0

```
12
C3H6FOP | OMol25 | the ωB97M-V functional and the def2-TZVPD basis
C -2.118 0.453 -0.542
C -0.930 -0.066 -0.325
C -0.052 0.256 0.733
P 1.535 -0.031 0.441
O 1.865 -1.554 0.167
F 2.524 0.490 -0.766
H -2.744 0.038 -1.184
H -2.423 1.315 0.023
H -0.515 -0.710 -1.166
H -0.347 1.161 1.224
H 2.269 0.488 1.409
H 0.937 -1.840 -0.014
```

Atomic partial charges in e from the Mulliken method, atoms 1 to 5:
1 C -1.015
2 C 0.301
3 C -0.472
4 P 0.591
5 O -0.435

C3H13NO2S | the ωB97M-V functional and the def2-TZVPD basis

Values from the calculation:
Kohn-Sham gap (spin up / spin down) = 0.0919 / 0.3308 hartree
2S+1 = 2
⟨S²⟩ = 0.7505
charge = -1

```
20
C3H13NO2S | OMol25 | the ωB97M-V functional and the def2-TZVPD basis
C -0.091 -0.421 3.390
C 0.081 -0.141 1.969
C 1.468 -0.661 1.493
S 2.007 0.272 -0.009
N -0.954 -0.426 1.107
H 0.771 -0.354 4.028
H -0.799 0.343 3.713
H -0.668 -1.325 3.667
H 0.324 0.985 1.850
H 1.474 -1.714 1.170
H 2.196 -0.488 2.276
H 1.447 -0.668 -0.778
H -1.887 -0.112 1.365
H -0.999 -1.464 0.891
H -2.225 0.072 -1.294
H -2.473 1.437 -1.582
O -2.209 0.652 -2.011
H -0.580 0.182 -4.417
H -1.705 0.977 -4.216
O -1.423 0.361 -4.913
```

Atomic partial charges in e from the Mulliken method, atoms 1 to 5:
1 C -2.017
2 C -0.292
3 C -1.086
4 S -0.234
5 N -0.839

C48H36I2O20S | the ωB97M-V functional and the def2-TZVPD basis

Values from the calculation:
Kohn-Sham gap = 0.2678 hartree
2S+1 = 1
charge = 0

```
107
C48H36I2O20S | OMol25 | the ωB97M-V functional and the def2-TZVPD basis
C 0.209 -1.942 4.546
C 0.956 -2.272 3.281
I 0.632 -0.874 1.720
C 1.722 -3.328 3.084
I 1.908 -4.734 4.676
C 2.488 -3.694 1.851
O 1.809 -4.296 0.727
S 3.072 -4.779 -0.174
O 2.770 -4.901 -1.545
O 3.673 -5.965 0.319
O 4.118 -3.607 0.228
C 3.455 -2.736 1.195
C 4.317 -1.880 2.064
O 4.919 -2.599 3.132
O 5.859 -3.479 2.547
H 0.845 -1.494 5.323
H -0.282 -2.816 4.968
H -0.565 -1.223 4.343
H 3.130 -4.507 2.213
H 2.862 -2.117 0.524
H 5.116 -1.403 1.517
H 3.681 -1.113 2.496
H 5.375 -4.317 2.487
C -6.042 -0.908 4.775
C -4.860 -1.202 5.310
C -3.603 -1.013 4.546
O -2.522 -1.283 5.031
C -3.710 -0.483 3.166
C -4.892 -0.190 2.630
C -6.149 -0.378 3.393
O -7.225 -0.106 2.904
H -6.971 -1.039 5.315
H -4.759 -1.589 6.316
H -2.781 -0.352 2.625
H -4.990 0.196 1.623
C 6.439 1.640 -2.605
C 5.389 1.177 -1.933
C 5.547 0.546 -0.601
O 4.587 0.123 0.011
C 6.919 0.451 -0.044
C 7.969 0.913 -0.716
C 7.810 1.544 -2.049
O 8.769 1.968 -2.660
H 6.346 2.103 -3.579
H 4.380 1.238 -2.322
H 7.015 -0.012 0.930
H 8.978 0.853 -0.328
C -5.564 2.215 -2.350
C -6.561 2.936 -2.857
C -7.717 3.346 -2.025
O -8.627 4.001 -2.492
C -7.723 2.925 -0.603
C -6.728 2.205 -0.092
C -5.569 1.795 -0.926
O -4.660 1.140 -0.462
H -4.715 1.905 -2.940
H -6.577 3.254 -3.892
H -8.576 3.234 -0.013
H -6.718 1.887 0.943
C 13.302 4.392 -5.388
C 13.326 4.235 -4.068
C 12.309 3.406 -3.374
O 12.331 3.265 -2.170
C 11.265 2.758 -4.207
C 11.244 2.917 -5.529
C 12.259 3.745 -6.223
O 12.241 3.889 -7.427
H 14.034 4.993 -5.914
H 14.079 4.698 -3.443
H 10.534 2.159 -3.685
H 10.492 2.455 -6.155
C -4.268 0.363 -5.860
C -4.032 -0.009 -7.115
C -3.343 -1.288 -7.421
O -3.126 -1.626 -8.563
C -2.930 -2.134 -6.274
C -3.166 -1.761 -5.019
C -3.854 -0.483 -4.714
O -4.071 -0.145 -3.568
H -4.769 1.292 -5.617
H -4.327 0.594 -7.964
H -2.430 -3.063 -6.517
H -2.872 -2.364 -4.169
C 3.475 0.097 8.561
C 3.458 -0.027 9.886
C 2.435 -0.859 10.568
O 2.418 -0.970 11.774
C 1.432 -1.547 9.717
C 1.451 -1.421 8.393
C 2.475 -0.591 7.711
O 2.495 -0.482 6.502
H 4.213 0.698 8.045
H 4.180 0.466 10.524
H 0.694 -2.148 10.232
H 0.729 -1.911 7.752
C -12.489 -0.010 -3.438
C -11.957 -0.031 -4.657
C -10.898 0.931 -5.051
O -10.413 0.913 -6.162
C -10.454 1.916 -4.034
C -10.986 1.938 -2.815
C -12.045 0.976 -2.421
O -12.529 0.993 -1.310
H -13.263 -0.702 -3.131
H -12.266 -0.742 -5.412
H -9.681 2.610 -4.339
H -10.675 2.650 -2.062
```

Atomic partial charges in e from the Mulliken method, atoms 1 to 5:
1 C -0.893
2 C 0.776
3 I 0.063
4 C -0.944
5 I 0.025

In the order shown, the computed M values come out to 819.520; 100.165; 112.128; 108.052; 127.209; 1218.671 g mol⁻¹.
In the order shown, the computed maximum force values come out to 0.4; 4.2; 9.8; 4.3; 4.7; 2.4 eV/A.
In the order shown, the computed total energy values come out to -6298.764492; -307.133760; -383.539170; -634.321122; -725.444867; -4348.657208 Eh.